{"formula": "C15H5F10O4S", "method": "the ωB97M-V functional and the def2-TZVPD basis", "e_above_lowest_kcal_mol": 0.4, "lumo_ev": 0.07, "max_force_ha_per_bohr": 0.0559, "e_tot_ev": -61835.0862, "total_charge": -1, "homo_ev": -3.7, "symbols": ["F", "C", "C", "F", "C", "O", "C", "F", "C", "F", "C", "O", "F", "C", "F", "F", "S", "C", "C", "C", "C", "C", "C", "F", "F", "F", "C", "C", "O", "O", "H", "H", "H", "H", "H"], "positions_angstrom": [[-1.931, 0.366, 3.204], [-0.899, -0.436, 2.894], [-1.021, -1.779, 2.925], [-2.226, -2.355, 3.094], [0.132, -2.675, 2.824], [0.027, -3.908, 2.887], [1.417, -2.005, 2.624], [2.523, -2.777, 2.638], [1.508, -0.674, 2.413], [2.685, -0.098, 2.092], [0.370, 0.222, 2.598], [0.495, 1.455, 2.625], [-1.788, 5.055, 0.998], [-0.729, 4.295, 0.658], [0.029, 4.969, -0.238], [0.015, 4.065, 1.760], [-1.386, 2.697, -0.093], [0.022, 1.679, -0.032], [0.119, 0.636, -0.982], [-1.034, -0.108, -1.377], [-0.911, -1.155, -2.267], [0.329, -1.440, -2.837], [0.428, -2.571, -3.829], [1.431, -2.394, -4.741], [0.653, -3.778, -3.214], [-0.732, -2.706, -4.544], [1.461, -0.700, -2.509], [1.372, 0.310, -1.573], [-2.390, 2.241, 0.836], [-1.736, 3.033, -1.451], [0.898, 2.162, 0.385], [-2.013, 0.141, -0.961], [-1.776, -1.754, -2.537], [2.414, -0.919, -2.979], [2.245, 0.907, -1.290]], "forces_ev_per_angstrom": [[0.8, -0.7, -0.5], [-1.4, -0.2, 0.5], [-1.1, 0.7, 0.0], [0.8, 0.3, 0.1], [-0.3, -2.3, -0.1], [0.2, 2.1, 0.0], [1.3, 0.5, -0.1], [-0.8, 0.4, -0.2], [1.3, -0.6, -0.4], [-1.0, -0.5, 0.4], [0.4, 2.7, 0.8], [-0.2, -2.7, -0.1], [0.6, -0.1, -0.1], [0.0, -0.3, -0.1], [-0.4, -0.2, 0.7], [-0.4, 0.4, -0.6], [2.1, -1.3, 0.5], [-0.5, 1.3, -0.3], [-0.2, 0.3, 0.1], [0.2, -0.2, -0.1], [0.0, 0.3, 0.1], [0.1, -0.7, -0.8], [-0.2, 0.5, 0.3], [-0.5, -0.3, 0.5], [-0.1, 0.5, -0.7], [0.7, -0.3, 0.3], [0.1, 0.1, 0.4], [-0.1, -0.1, 0.2], [-0.7, 0.5, -0.2], [-0.7, 0.3, 0.1], [-0.1, 0.1, -0.3], [0.4, -0.1, 0.0], [0.1, 0.1, 0.0], [-0.1, 0.0, 0.0], [-0.3, -0.3, -0.2]], "mulliken_charge": [-0.3042, 0.2462, 0.3682, -0.2983, 0.3759, -0.5855, 0.3493, -0.2948, 0.1261, -0.3274, 0.8186, -0.5153, -0.2381, 0.5557, -0.2467, -0.1827, 0.9379, -1.3919, 1.0164, -0.4599, -0.9794, 0.2932, 0.9055, -0.2804, -0.2646, -0.2806, -0.6560, -0.6954, -0.6196, -0.6679, 0.7991, 0.3848, 0.3709, 0.3767, 0.3640]}

{"formula": "C15H60O15", "method": "the ωB97M-V functional and the def2-TZVPD basis", "e_above_lowest_kcal_mol": 117.7, "multiplicity": 2, "lumo_ev": [-2.34, -9.27], "max_force_ha_per_bohr": 0.0514, "e_tot_ev": -47224.6222, "total_charge": 1, "homo_ev": [-12.0, -12.0], "s_squared": 0.756, "symbols": ["C", "O", "H", "H", "H", "H", "C", "O", "H", "H", "H", "H", "C", "O", "H", "H", "H", "H", "C", "O", "H", "H", "H", "H", "C", "O", "H", "H", "H", "H", "C", "O", "H", "H", "H", "H", "C", "O", "H", "H", "H", "H", "C", "O", "H", "H", "H", "H", "C", "O", "H", "H", "H", "H", "C", "O", "H", "H", "H", "H", "C", "O", "H", "H", "H", "H", "C", "O", "H", "H", "H", "H", "C", "O", "H", "H", "H", "H", "C", "O", "H", "H", "H", "H", "C", "O", "H", "H", "H", "H"], "positions_angstrom": [[2.750, -2.800, 0.955], [3.646, -2.101, 1.745], [3.051, -3.797, 0.634], [1.792, -2.828, 1.473], [2.478, -2.343, 0.003], [4.128, -2.676, 2.344], [0.511, -4.291, -1.383], [1.267, -4.427, -2.572], [-0.360, -4.947, -1.380], [1.176, -4.591, -0.573], [0.313, -3.241, -1.166], [1.872, -3.682, -2.616], [2.882, 1.476, 2.349], [3.415, 0.823, 1.172], [1.875, 1.106, 2.541], [3.455, 1.359, 3.269], [2.797, 2.534, 2.101], [3.461, -0.109, 1.398], [0.491, 3.383, -3.477], [1.134, 2.125, -3.267], [1.256, 4.126, -3.703], [-0.263, 3.311, -4.260], [0.020, 3.777, -2.577], [1.684, 2.127, -2.480], [2.996, -1.000, -2.994], [3.153, -2.429, -2.830], [1.968, -0.662, -2.859], [3.555, -0.560, -2.168], [3.360, -0.634, -3.954], [3.973, -2.643, -2.378], [-0.017, 0.126, -0.201], [-0.621, -0.137, 1.061], [0.490, -0.804, -0.460], [-0.791, 0.342, -0.938], [0.765, 0.885, -0.161], [-0.943, 0.675, 1.458], [0.950, -1.356, 4.529], [2.294, -0.871, 4.452], [0.413, -1.078, 3.623], [0.939, -2.443, 4.447], [0.373, -1.047, 5.401], [2.645, -1.237, 3.637], [-1.274, -2.042, -3.404], [-1.768, -1.462, -4.602], [-2.067, -2.401, -2.747], [-0.695, -2.911, -3.718], [-0.553, -1.348, -2.971], [-2.424, -0.810, -4.345], [4.108, 2.675, -1.640], [3.039, 1.925, -1.235], [4.533, 3.201, -0.786], [4.836, 1.961, -2.026], [3.885, 3.458, -2.365], [3.247, 1.432, -0.438], [-2.822, 1.692, -2.807], [-3.402, 0.508, -3.272], [-3.175, 1.917, -1.801], [-1.737, 1.589, -2.774], [-3.047, 2.545, -3.446], [-4.356, 0.521, -3.163], [-2.023, -3.345, 1.237], [-0.757, -2.841, 1.696], [-2.193, -4.418, 1.324], [-2.759, -2.867, 1.883], [-2.144, -3.087, 0.185], [-0.815, -1.887, 1.605], [-4.126, -0.722, 0.215], [-5.159, -1.316, 1.110], [-4.344, 0.336, 0.067], [-3.144, -0.815, 0.680], [-4.192, -1.211, -0.756], [-5.006, -0.889, 1.956], [-3.159, -0.408, 3.726], [-4.536, -0.493, 3.536], [-2.661, -0.367, 2.757], [-2.952, 0.580, 4.137], [-2.785, -1.234, 4.330], [-4.912, -0.509, 4.419], [1.416, 4.388, 0.131], [0.477, 5.336, 0.541], [2.302, 4.460, 0.762], [1.082, 3.353, 0.206], [1.683, 4.552, -0.913], [0.124, 5.071, 1.393], [-3.034, 2.695, 1.785], [-1.669, 2.298, 1.913], [-3.202, 2.940, 0.736], [-3.815, 1.951, 1.942], [-3.194, 3.532, 2.463], [-1.164, 3.029, 2.277]], "forces_ev_per_angstrom": [[-1.9, -0.9, -0.4], [1.0, 1.0, 0.0], [0.4, -0.3, 0.5], [-0.2, -0.6, 0.1], [0.7, 0.9, 0.0], [0.0, -0.2, -0.1], [0.2, -0.2, -0.9], [-2.1, -1.1, 0.9], [0.2, 0.1, -0.2], [0.4, -0.2, 0.6], [-0.2, 0.3, 0.0], [1.7, 1.7, -0.5], [-0.6, 0.4, -0.6], [0.0, 0.2, 1.0], [-0.1, -0.1, 0.1], [0.3, -0.2, -0.3], [0.2, 0.0, 0.1], [0.3, -0.4, -0.1], [0.8, 0.1, 0.7], [-1.0, -0.3, -0.7], [-0.1, 0.2, -0.6], [0.3, -0.1, -0.1], [-0.3, -0.3, 0.2], [0.3, 0.2, 0.4], [0.6, 0.3, 0.9], [-1.1, -0.5, -0.3], [-0.1, -0.5, -0.1], [0.0, 0.5, -0.3], [0.1, -0.3, 0.0], [0.1, 0.3, -0.1], [-0.1, -0.5, 0.4], [0.4, -0.5, 0.0], [0.0, -0.1, -0.3], [0.2, 0.2, -0.2], [-0.2, 0.3, 0.0], [-0.2, 0.7, 0.1], [0.0, -0.7, -1.2], [-0.5, 0.1, 0.6], [-0.3, 0.5, 0.0], [0.0, -0.3, 0.5], [0.6, 0.2, 0.1], [0.2, 0.0, -0.1], [-0.3, -0.3, -1.5], [0.8, -0.7, 0.7], [0.0, 0.5, 0.3], [0.3, -0.2, -0.1], [0.1, 0.2, 0.6], [-0.8, 0.6, 0.2], [1.9, 0.4, 0.3], [-2.6, -0.3, -0.5], [0.3, 0.1, 0.1], [0.6, 0.5, -0.4], [-0.4, -0.4, -0.2], [0.1, -0.2, 0.7], [0.2, 0.9, 0.4], [0.1, -1.1, -0.5], [0.1, 0.1, 0.2], [0.0, -0.2, -0.1], [-0.1, 0.0, -0.1], [0.0, 0.1, 0.0], [0.1, 0.8, 0.5], [0.2, -1.5, -0.3], [0.8, -0.1, 0.3], [-0.6, -0.1, -0.5], [-0.4, 0.2, -0.1], [0.1, 0.6, -0.1], [-1.7, -0.5, 1.3], [1.5, 0.5, -2.1], [0.0, 0.2, -0.1], [0.1, -0.1, -0.3], [0.1, -0.2, 0.2], [-0.2, -0.1, 0.5], [0.9, 0.8, -0.2], [-0.8, -0.1, 0.3], [-0.1, -0.5, -0.1], [0.5, -0.1, 0.6], [0.2, 0.1, 0.0], [-0.5, 0.0, -0.1], [0.7, -0.6, 0.1], [-0.8, 0.3, -0.1], [0.4, 0.0, -0.2], [-0.4, -0.1, 0.0], [0.0, 0.2, 0.1], [0.1, 0.2, 0.0], [-0.2, 0.8, -0.6], [0.0, -0.8, 0.2], [0.0, 0.7, 0.0], [0.7, -0.6, 0.7], [-0.4, 0.1, -0.3], [-0.1, -0.1, 0.0]], "mulliken_charge": [-0.1888, -0.5964, 0.3796, 0.3141, -0.2245, 0.3360, -0.2333, -0.2496, 0.3882, 0.3527, -0.0372, 0.5142, -0.4606, -0.5592, 0.0925, 0.3582, 0.1552, 0.1947, -0.7989, -0.4260, 0.3226, 0.3135, 0.2734, 0.3081, -0.2873, -0.6217, -0.0276, 0.1955, 0.3857, 0.3208, 0.5581, 0.5854, -0.4483, 0.0731, -0.3547, -0.2496, -0.2742, -0.5175, -0.0989, 0.3327, 0.3434, 0.2769, -0.2549, -0.4793, 0.2909, 0.2527, 0.0505, 0.3810, -0.8730, -0.0786, 0.3268, 0.3064, 0.2780, 0.2702, 0.0398, -0.5309, 0.0747, -0.2184, 0.3977, 0.2767, -0.4459, -0.5330, 0.3286, 0.2540, 0.0032, 0.1776, 0.0077, -0.6158, 0.2281, -0.2327, 0.2210, 0.4461, -0.4172, -0.5371, -0.1234, 0.4119, 0.3268, 0.3089, 0.0370, -0.5422, 0.3848, -0.2874, 0.1220, 0.2909, -0.6483, -0.3547, 0.2102, 0.2156, 0.3758, 0.1569]}